1.
17
Properties=species:S:1:pos:R:3:forces:R:3 method="wB97M-V/def2-TZVPD" e_homo_ev=-8.96 e_above_lowest_kcal_mol=60.13 gap_ev=9.77 total_energy_ev=-8428.63309
C 0.4912 0.5220 2.2209 1.111 -0.506 -1.876
C 0.0719 0.0222 0.8607 0.029 -0.071 -1.915
C -0.3771 -0.8351 -0.0419 0.017 1.596 0.576
C -1.1073 -2.0632 -0.4072 -0.674 0.541 0.815
C -0.0867 0.5173 -0.5646 1.649 0.477 -0.500
C 1.1934 0.9147 -1.5295 -1.236 -3.103 2.318
O -1.2251 1.3035 -0.9475 0.010 -0.289 -0.374
H -0.4476 0.5569 2.7598 0.354 0.540 0.841
H 1.0613 1.4797 2.0113 -1.071 -0.855 0.863
H 1.2317 -0.2120 2.6185 -0.794 0.559 0.169
H -1.9130 -1.8326 -1.1797 0.679 -0.367 1.506
H -1.3750 -2.5279 0.5828 -0.535 0.137 -1.356
H -0.4239 -2.7116 -0.8817 0.779 -1.031 -0.665
H 1.5461 1.8695 -1.1915 0.542 0.362 0.016
H 0.8657 0.9477 -2.5458 -0.218 0.163 -0.645
H 1.9477 0.0356 -1.4188 -0.983 1.843 -0.115
H -1.4533 2.0133 -0.3457 0.342 0.004 0.343

2.
72
Properties=species:S:1:pos:R:3:forces:R:3 method="wB97M-V/def2-TZVPD" e_homo_ev="-5.13 / -8.51" e_above_lowest_kcal_mol=0.00 spin_multiplicity=5 gap_ev="5.49 / 5.81" s2=6.0842 total_energy_ev=-97908.62540
C -5.5532 4.5667 -0.4335 0.119 0.128 0.038
C -4.3429 3.7055 -0.5520 -0.227 0.124 -0.321
C -3.9680 2.9542 -1.6573 1.697 -1.144 -0.108
C -2.7056 2.3274 -1.4937 -2.931 -0.184 -3.118
C -2.0412 2.7120 -0.3317 3.143 -0.183 2.475
B -1.9047 -1.1887 1.3126 0.856 3.726 -0.866
C -0.6575 2.5167 -0.0499 -3.048 0.103 -0.477
C -0.0754 3.0921 1.1039 1.002 0.797 0.463
C 1.2610 3.4382 1.0476 -0.684 0.085 0.970
C 1.8954 4.1554 2.2081 0.383 0.196 0.817
F 2.7940 5.1068 1.8011 -0.803 -0.872 0.415
F 0.9821 4.7722 3.0124 0.742 -0.410 -0.644
F 2.5831 3.2748 3.0148 -0.426 0.788 -0.636
C 2.0656 3.1139 -0.0394 0.310 0.254 -0.131
C 1.5108 2.3874 -1.0762 -0.188 -0.754 -0.610
C 2.3713 2.0225 -2.2627 0.567 -0.841 -0.493
F 2.5807 0.6584 -2.3184 -0.192 1.408 -0.098
F 1.7928 2.3801 -3.4533 0.531 -0.318 1.038
F 3.6068 2.6095 -2.2201 -1.146 -0.503 -0.103
C 0.1914 1.9645 -1.0481 0.762 0.394 -0.678
O -2.6001 -0.0125 1.6191 -1.125 -0.273 0.608
C -4.0012 -0.0689 1.8312 0.211 0.068 -0.472
C -4.6530 -1.0315 0.8053 0.044 -0.084 0.007
C -5.2023 -2.2392 1.5562 0.051 -0.148 -0.069
C -5.7673 -0.3109 0.0875 -0.366 0.034 -0.431
C -3.6238 -1.5134 -0.2380 0.830 -0.193 0.554
O -2.4362 -2.0852 0.4547 -0.818 -0.163 -0.633
S -3.1323 3.6057 0.6945 0.016 0.534 1.132
H -5.9935 4.7274 -1.4272 0.129 -0.026 0.296
H -6.3276 4.1250 0.2093 0.187 0.069 -0.019
H -5.2668 5.5399 -0.0054 -0.238 -0.221 -0.117
H -4.6024 2.8677 -2.5366 0.203 -0.064 0.148
H -2.2649 1.6490 -2.2140 -0.166 0.147 -0.006
H -0.6785 3.3454 1.9744 0.135 0.011 -0.259
H 3.1030 3.4064 -0.0659 0.023 0.075 -0.012
H -0.2034 1.3429 -1.8469 0.101 0.195 0.120
H -4.2187 -0.4098 2.8612 0.156 0.107 -0.322
H -4.3685 0.9681 1.7470 -0.007 -0.405 -0.114
H -5.7348 -2.9005 0.8655 -0.010 -0.030 0.162
H -4.3805 -2.8021 2.0196 -0.278 0.077 -0.023
H -5.8926 -1.8920 2.3333 0.062 -0.218 -0.080
H -6.2061 -0.9649 -0.6758 -0.105 0.140 0.083
H -6.5499 -0.0330 0.8015 0.031 0.038 -0.161
H -5.3965 0.5930 -0.4105 -0.073 -0.077 0.094
H -4.0338 -2.3121 -0.8876 0.200 0.378 0.510
H -3.2612 -0.6874 -0.8862 -0.253 -0.353 0.414
C -0.8895 -2.0098 3.0308 0.370 -0.384 0.818
C -0.5195 -0.8812 2.0046 1.198 -2.381 0.052
C 0.8678 -1.1443 1.4672 -0.595 0.525 -1.953
C 1.9704 -0.2137 1.5218 -1.046 -0.338 -1.216
C 3.1296 -0.8296 0.9025 -0.758 -0.346 -1.694
C 2.7605 -2.1867 0.5399 -0.394 1.352 -1.390
C 1.3666 -2.3798 0.9248 -0.262 1.013 -0.770
Fe 2.5205 -1.8663 2.4661 -0.546 -0.293 -0.747
C 2.1663 -3.1346 3.9263 0.556 0.658 1.432
C 2.1441 -1.7595 4.4129 1.278 -1.200 1.716
C 3.4136 -1.1472 4.0818 0.317 -1.394 1.042
C 4.2340 -2.1439 3.4190 0.483 -0.984 2.483
C 3.4682 -3.3730 3.3283 0.888 0.653 1.107
H -1.7995 -1.7466 3.5854 0.014 -0.170 -0.036
H -1.0471 -2.9739 2.4996 0.052 0.487 0.351
H -0.0911 -2.1850 3.7615 -0.441 0.111 -0.180
H -0.5114 0.1018 2.4711 -0.317 -0.111 -0.008
H 1.8904 0.8028 1.8920 0.151 -0.225 0.065
H 4.0677 -0.3265 0.6818 -0.185 -0.246 0.282
H 3.3741 -2.8916 -0.0145 -0.141 0.104 0.348
H 0.7580 -3.2622 0.7327 0.321 0.172 0.205
H 1.3910 -3.8810 4.0725 0.166 0.225 -0.200
H 1.3619 -1.3028 5.0114 0.122 0.048 -0.373
H 3.7251 -0.1506 4.3759 -0.150 -0.120 -0.356
H 5.2729 -2.0229 3.1311 -0.324 0.107 -0.167
H 3.8275 -4.3304 2.9638 -0.166 0.322 -0.150

3.
16
Properties=species:S:1:pos:R:3:forces:R:3 method="wB97M-V/def2-TZVPD" e_homo_ev=-8.55 e_above_lowest_kcal_mol=15.38 gap_ev=9.38 total_energy_ev=-17192.15828
C -3.2026 -0.3201 0.3899 0.525 1.508 -0.033
C -1.8919 -0.5196 -0.3688 -0.301 0.431 -0.525
S -0.6298 0.7659 -0.0958 1.068 -0.629 0.380
C 0.8845 -0.3327 -0.1125 0.597 2.083 0.578
C 2.2546 0.3983 0.1797 -2.305 0.994 -1.030
O 3.2877 -0.5021 -0.0080 1.087 -1.849 1.352
H -3.4948 0.7539 0.4081 -0.009 -0.672 -0.370
H -3.9515 -0.9134 -0.0931 -0.652 -0.215 -0.187
H -3.1568 -0.5800 1.4319 0.287 -0.399 0.453
H -1.4970 -1.5024 -0.1475 0.309 -0.140 -0.021
H -2.0845 -0.4396 -1.4453 -0.138 -0.420 0.218
H 0.7633 -1.0182 0.6793 -0.371 -1.118 0.818
H 1.0295 -0.8327 -1.0452 -0.227 -0.315 -0.678
H 2.3206 1.2159 -0.5712 0.440 -0.629 0.218
H 2.2602 0.9318 1.1309 -0.021 -0.367 0.348
H 3.3194 -1.2077 0.7202 -0.289 1.738 -1.520

4.
18
Properties=species:S:1:pos:R:3:forces:R:3 method="wB97M-V/def2-TZVPD" e_homo_ev="-13.14 / -13.13" e_above_lowest_kcal_mol=26.76 charge=+1 spin_multiplicity=2 gap_ev="9.43 / 6.02" s2=0.7698 total_energy_ev=-7881.12342
C 1.2885 2.9086 -1.5868 0.321 -0.212 0.530
C 0.6626 1.7285 -1.1937 -0.593 0.121 -0.590
N 1.1162 0.9713 -0.2272 0.964 -0.224 -0.659
C 0.8088 -0.4941 -0.1424 -0.712 1.200 -0.537
C -2.1513 -2.2497 1.6353 -0.462 0.931 -0.417
C -1.0130 -1.9264 0.7151 0.745 0.281 0.820
C -0.4974 -0.7000 0.5977 -0.219 -0.658 -0.996
H 2.2866 3.0699 -1.2021 0.006 0.438 0.037
H 0.8534 3.6129 -2.2747 -0.066 -0.079 -0.144
H -0.1905 1.3731 -1.7667 -0.083 -0.083 0.261
H 1.9562 1.3431 0.2112 -0.146 -0.309 0.409
H 0.7176 -0.7665 -1.1943 0.025 -0.367 0.019
H 1.6892 -0.9770 0.2585 -0.006 -0.107 0.359
H -1.8955 -3.0262 2.3510 0.002 -0.182 -0.181
H -2.3929 -1.3467 2.2000 0.057 -0.078 0.113
H -3.0702 -2.4820 1.1001 0.038 -0.500 -0.056
H -0.4382 -2.7316 0.2608 -0.114 -0.209 0.239
H -1.1117 0.1849 0.7335 0.243 0.037 0.791

5.
29
Properties=species:S:1:pos:R:3:forces:R:3 method="wB97M-V/def2-TZVPD" e_homo_ev=-13.64 e_above_lowest_kcal_mol=0.00 charge=+1 gap_ev=8.13 total_energy_ev=-18373.66508
Tl 0.5345 -0.9916 -0.5497 1.626 -5.102 -0.326
C 4.7343 -1.8399 0.1278 -1.938 -0.784 0.145
C 3.6459 -0.7910 -0.2767 3.836 2.204 -1.567
O 2.3394 -1.1647 -0.2380 1.942 -2.209 1.916
H 4.7703 -2.6256 -0.6268 -0.068 -0.253 0.290
H 4.3532 -2.1976 1.0843 -0.194 -0.759 -0.069
H 5.7628 -1.6319 0.4227 -0.124 1.266 -0.666
H 3.7951 -0.3793 -1.2749 0.677 -0.305 -0.370
H 3.8790 0.0920 0.3182 -0.712 0.147 0.636
C -3.2157 -1.7736 0.4839 1.579 -1.418 0.041
C -2.0654 -1.2323 1.3406 -1.257 0.530 0.346
O -0.8194 -0.9256 0.7367 -2.842 -1.019 2.319
H -2.7967 -2.7413 0.2082 0.153 -0.079 -1.320
H -3.5159 -1.1493 -0.3576 -0.121 -0.337 0.180
H -4.0276 -2.2352 1.0460 -0.373 1.135 0.443
H -1.9279 -1.9362 2.1615 0.233 0.145 0.065
H -2.3661 -0.2550 1.7181 -0.068 0.030 0.506
C -0.1836 2.9899 -0.2837 0.377 -1.914 0.170
C -0.8375 1.5708 -0.1930 -2.427 3.206 1.605
C -2.3249 1.6311 -0.5783 -0.596 0.455 0.149
O -0.2218 0.7006 -1.0885 -0.745 3.903 -3.747
H -0.3465 3.3800 -1.2884 -0.150 0.399 0.234
H 0.8846 2.8116 -0.1593 0.182 0.281 -0.046
H -0.4869 3.6339 0.5417 -0.317 0.042 -0.364
H -0.7173 1.1062 0.7856 0.042 0.470 -0.159
H -2.4872 2.2309 -1.4738 0.408 -0.288 -0.576
H -2.9907 2.1933 0.0765 0.520 -0.008 0.741
H -2.8279 0.6698 -0.6831 0.431 -0.062 -0.133
H -0.5404 0.8597 -1.9800 -0.072 0.323 -0.444

6.
23
Properties=species:S:1:pos:R:3:forces:R:3 method="wB97M-V/def2-TZVPD" e_homo_ev=-8.13 e_above_lowest_kcal_mol=65.09 gap_ev=9.17 total_energy_ev=-11474.94731
C 0.2125 1.1785 0.6718 0.283 0.232 0.128
C 1.5750 0.4905 0.5307 -0.192 0.320 0.018
C -0.0728 1.4739 2.1462 0.063 0.045 -0.354
C -0.9779 0.4637 -1.3489 -0.749 0.776 0.424
N -0.9133 0.4794 0.0648 0.126 -0.190 -0.429
H 0.2647 2.1428 0.1408 0.007 -0.164 0.141
H 2.3457 1.1190 0.9738 0.094 0.078 0.094
H 1.5730 -0.4719 1.0315 0.038 -0.162 0.028
H 1.8142 0.3258 -0.5142 0.136 0.002 -0.027
H -1.0781 1.8679 2.2628 -0.143 0.050 0.079
H 0.6353 2.2146 2.5122 0.056 0.016 0.053
H 0.0341 0.5770 2.7529 -0.008 -0.060 0.083
H -0.5933 1.4150 -1.7375 -0.031 -0.181 0.089
H -2.0325 0.3649 -1.6518 0.272 -0.035 0.016
C -1.3916 -0.7251 0.7134 0.003 0.015 0.206
C 0.4456 -1.4763 -1.4394 -0.464 0.317 -0.237
N 0.9016 -2.3585 -2.3184 -0.185 0.234 -0.535
O -0.3117 -0.5665 -2.0939 0.984 -1.327 -0.181
H 0.6890 -2.3085 -3.3153 0.040 0.013 0.196
H 1.4909 -3.1069 -2.0034 -0.040 0.057 0.069
H -2.2665 -1.0769 0.1673 -0.061 -0.074 0.013
H -1.6962 -0.4933 1.7316 -0.101 -0.034 0.071
H -0.6477 -1.5290 0.7232 -0.129 0.071 0.055